Computed, not measured: an isolated molecule of C3H8N2, with ωB97M-V with the def2-TZVPD basis set.

Geometry as XYZ:
```
13
Properties=species:S:1:pos:R:3:forces:R:3
H 2.229170 2.415244 -1.081468 -1.129 -0.603 0.001
N 2.284152 1.754383 -0.322035 2.546 1.108 1.236
C 1.553339 0.934119 0.255267 -2.250 -1.290 -2.873
N 0.331498 0.455179 -0.243247 0.434 -0.608 1.297
C -0.495032 -0.483647 0.542135 1.109 2.009 1.007
C -1.566641 -1.138210 -0.259806 -1.543 0.725 3.277
H 1.872986 0.256394 1.034301 0.484 0.390 0.772
H -0.010218 0.799458 -1.103218 -0.319 0.482 -0.699
H -0.871034 0.126527 1.382423 -0.451 -0.515 -0.138
H 0.215833 -1.168499 0.999880 -0.181 -0.519 -0.043
H -1.127432 -1.804503 -0.868088 1.287 -2.209 -2.781
H -2.176467 -0.410108 -0.736852 -0.456 0.509 -0.736
H -2.240154 -1.736337 0.400708 0.468 0.521 -0.320
```
Forces are in eV/Å.

Calculated values
Structure (SMILES) ... [H]/N=C\NCC
Calculated total energy ... -6219.74498 eV
HOMO ... -8.65 eV
LUMO ... 0.04031 hartree
Relative energy (zero: lowest compared OMol25 entry of this formula, charge and spin) ... 2.102 eV
Frontier orbital gap ... 9.75 eV